<A>
ORCA calculation (the ωB97M-V functional and the def2-TZVPD basis) on a cluster of 2 separate species, C3H8N2O2S in total.

Properties
M	136.176	g/mol
Kohn-Sham gap (alpha / beta)	9.968 / 8.550	eV

Last column: Löwdin charge in e.
Positions of all 16 atoms, in Å:
C 1.75812 -0.99742 0.38395  -0.1019
C 0.78505 -1.45211 -0.68706  -0.1548
C 0.53014 -0.24331 0.07087  -0.2800
N 0.40914 1.98914 -1.11768  0.0898
N -2.23060 0.53605 -0.02961  -0.0436
O -1.32459 -1.05398 1.55532  -0.2943
O -0.63447 1.31546 1.77121  -0.3028
S -0.96578 0.18847 0.96109  0.5461
H 1.76071 -1.72415 1.35266  0.1717
H 2.68084 -0.48418 0.03821  0.1135
H 1.02737 -1.39797 -1.66444  0.0633
H 0.35382 -2.46641 -0.56371  0.1288
H -0.25275 2.52646 -0.55705  -0.0345
H 1.24417 2.09609 -0.55840  -0.0290
H -2.35634 1.36114 -0.59798  0.0772
H -2.78482 -0.19329 -0.35736  0.0505

<B>
ORCA calculation (the ωB97M-V functional and the def2-TZVPD basis) on an isolated molecule of C3H8N2O2S.

Properties
M	136.176	g/mol
Kohn-Sham gap	9.832	eV

Last column: Löwdin charge in e.
Positions of all 16 atoms, in Å:
C -1.52367 0.87148 -0.09053  -0.1428
C -1.39138 -0.66248 -0.18940  -0.1346
C 0.63067 0.33891 0.67035  -0.4821
N -0.13696 1.46823 0.10005  -0.0194
N -0.03378 -0.92263 0.41486  -0.0305
O 3.15816 -0.48529 0.74760  -0.4846
O 2.08106 -0.44019 -1.44288  -0.3702
S 2.36351 0.41766 -0.05829  0.9008
H -1.81844 1.20300 -0.98580  0.0687
H -2.06542 1.16394 0.73796  0.0891
H -2.12054 -1.16119 0.36376  0.0836
H -1.42613 -1.10884 -1.21605  0.1194
H 0.68992 0.44920 1.75166  0.1220
H 0.12810 1.64747 -0.85028  0.0745
H -0.20566 -1.38107 1.24095  0.0716
H 1.67056 -1.39819 -1.19396  0.1345

Preferred: <B>; penalty for the next structure: 3.973 eV.

<A>
ORCA calculation (the ωB97M-V functional and the def2-TZVPD basis) on an isolated molecule of C3H11N3.

Properties
M	89.142	g/mol
SMILES	NCCNCN
Kohn-Sham gap	9.588	eV

Last column: Löwdin charge in e.
Positions of all 17 atoms, in Å:
N -1.14602 1.34142 -2.11200  -0.0204
C -0.80667 0.31699 -1.09623  -0.2414
C -0.02411 0.91076 0.08974  -0.2316
N 1.21909 0.26770 0.44751  -0.0799
C 1.14543 -0.63881 1.57141  -0.3318
N 0.38797 -1.85771 1.42623  0.0186
H -2.10644 1.51009 -2.34564  0.0510
H -0.55926 1.32472 -2.91910  0.0481
H -0.19712 -0.38310 -1.60090  0.0835
H -1.77937 -0.04098 -0.80319  0.0996
H 0.06551 1.98157 -0.06109  0.0994
H -0.66742 0.75179 0.96163  0.1017
H 1.65635 -0.20287 -0.33141  0.0955
H 0.76053 -0.04598 2.38876  0.1115
H 2.11852 -0.93611 1.83949  0.0844
H -0.43533 -1.95373 1.98775  0.0548
H 0.36832 -2.34573 0.55704  0.0571

<B>
ORCA calculation (the ωB97M-V functional and the def2-TZVPD basis) on a cluster of 3 separate species, C3H11N3 in total.

Properties
M	89.142	g/mol
SMILES	[H]/N=N/[H].[H]/N=C\C.C
Kohn-Sham gap	9.441	eV

Last column: Löwdin charge in e.
Positions of all 17 atoms, in Å:
H 1.25837 -1.53773 -1.65242  0.0666
N 1.92495 -1.20406 -0.93728  -0.0253
N 1.63845 -1.76052 0.15986  -0.0295
H 2.36990 -1.52696 0.85333  0.0681
H -2.37275 -0.30624 -1.00694  0.0421
N -1.56455 -0.88385 -0.78805  0.0758
C -1.07772 -0.71141 0.35290  -0.3643
C -1.55128 0.17429 1.45928  -0.0845
H -0.09797 -1.32140 0.55440  0.0692
H -1.82736 -0.43202 2.31952  0.0721
H -0.74767 0.83715 1.77274  0.0638
H -2.40861 0.76850 1.15164  0.0709
C 0.86461 1.58852 -0.84266  -0.0535
H 1.43031 2.18040 -1.55412  0.0135
H -0.18757 1.66210 -1.06350  0.0057
H 1.04711 1.96007 0.16008  0.0142
H 1.30178 0.51315 -0.93877  -0.0049

<C>
ORCA calculation (the ωB97M-V functional and the def2-TZVPD basis) on a cluster of 2 separate species, C3H11N3 in total.

Properties
M	89.142	g/mol
SMILES	C=CN.NCN
Kohn-Sham gap	9.090	eV

Last column: Löwdin charge in e.
Positions of all 17 atoms, in Å:
C 1.88080 -1.52250 -3.02510  -0.0304
C 1.63839 -1.40924 -1.65089  -0.2043
N 0.33182 -1.93063 -1.15459  0.0108
H 1.29791 -2.23171 -3.65294  0.0538
H 2.59629 -1.00937 -3.58115  0.0027
H 2.42056 -1.15506 -0.95210  0.0778
H -0.39153 -1.58260 -1.75721  0.0565
H 0.04525 -1.85666 -0.21244  0.0323
N -1.38732 1.28066 2.80356  -0.0502
C -0.48227 1.43267 1.67667  -0.3285
N -1.32999 1.45075 0.39752  -0.0431
H -1.82914 2.13287 3.15702  0.0634
H -0.95670 0.86268 3.63951  0.0639
H 0.16214 0.64423 1.69125  0.0658
H -0.12922 2.45835 1.82381  0.0994
H -2.19288 2.01779 0.47724  0.0507
H -1.67410 0.41779 0.31983  0.0797

Preferred: <A>; penalty for the next structure: 1.269 eV.

<A>
ORCA calculation (the ωB97M-V functional and the def2-TZVPD basis) on a cluster of 2 separate species, C3H11N3 in total.

Properties
M	89.142	g/mol
SMILES	C=NC.NCN
Kohn-Sham gap	9.841	eV

Last column: Löwdin charge in e.
Positions of all 17 atoms, in Å:
C 1.27228 -1.47426 -0.62503  -0.0850
N 1.47226 -0.23957 -0.72906  -0.1009
C 2.74829 0.32386 -0.25372  -0.1238
H 0.32934 -1.91017 -0.95110  0.0614
H 1.83573 -2.09588 0.07754  0.0741
H 2.56073 1.35934 -0.03371  0.0618
H 2.99297 -0.15391 0.70799  0.0710
H 3.53416 -0.01019 -0.92155  0.0776
N -1.31395 1.56950 0.17932  -0.0046
C -2.10995 0.35312 -0.06029  -0.3813
N -2.06971 -0.56757 1.04885  -0.0180
H -0.36521 1.36505 -0.11302  0.0234
H -1.74610 2.28319 -0.39177  0.0527
H -1.73511 -0.16240 -0.95120  0.0846
H -3.15868 0.62389 -0.17854  0.1047
H -2.94183 -0.77422 1.49898  0.0484
H -1.30523 -0.48978 1.69630  0.0539

<B>
ORCA calculation (the ωB97M-V functional and the def2-TZVPD basis) on a cluster of 2 separate species, C3H11N3 in total.

Properties
M	89.142	g/mol
SMILES	C=CN.NCN
Kohn-Sham gap	9.118	eV

Last column: Löwdin charge in e.
Positions of all 17 atoms, in Å:
C -2.18012 -1.17881 -0.65183  -0.0463
C -0.91312 -1.47923 -0.36759  -0.3529
N -0.39253 -1.77450 0.87742  0.0577
H -3.02921 -1.39305 -0.03023  0.0372
H -2.36245 -0.97455 -1.71617  0.0480
H -0.21546 -1.48442 -1.20603  0.1084
H -1.07629 -1.86330 1.60416  0.0906
H 0.58538 -1.98294 0.91546  0.0844
N 0.97673 1.14213 1.22510  -0.0145
C 0.60091 1.39763 -0.19711  -0.3715
N 1.70817 1.43790 -1.11127  -0.0047
H 0.13429 1.05189 1.77521  0.0500
H 1.59456 1.85205 1.59719  0.0478
H 0.01519 2.30789 -0.30828  0.0996
H -0.03027 0.55156 -0.43081  0.0476
H 2.08910 0.53199 -1.36077  0.0577
H 2.49510 1.85777 -0.61442  0.0609

Preferred: <B>; penalty for the next structure: 0.369 eV.

<A>
ORCA calculation (the ωB97M-V functional and the def2-TZVPD basis) on a cluster of 2 separate species, C3H11N3 in total.

Properties
M	89.142	g/mol
SMILES	C=CN.NCN
Kohn-Sham gap	9.177	eV

Last column: Löwdin charge in e.
Positions of all 17 atoms, in Å:
C 2.40370 0.24393 -1.90268  -0.0188
C 2.21564 -0.50024 -0.79760  -0.3102
N 1.79694 -0.15283 0.48985  0.0337
H 2.72933 1.27783 -1.83312  0.0412
H 2.18446 -0.15873 -2.88208  0.0383
H 2.40015 -1.57731 -0.86808  0.0898
H 0.87717 0.15840 0.71882  0.0085
H 2.31065 -0.68640 1.17111  0.0749
N -1.05785 0.31885 1.49943  -0.0246
C -1.73838 0.47117 0.22915  -0.3732
N -2.77159 -0.51638 -0.01900  -0.0022
H -1.68288 0.18208 2.28232  0.0677
H -0.33476 0.95693 1.78352  0.0564
H -0.97332 0.27340 -0.52530  0.0922
H -2.15777 1.45206 0.00170  0.1059
H -3.69780 -0.31450 0.33025  0.0574
H -2.50368 -1.42825 0.32173  0.0630

<B>
ORCA calculation (the ωB97M-V functional and the def2-TZVPD basis) on a cluster of 2 separate species, C3H11N3 in total.

Properties
M	89.142	g/mol
SMILES	C=NC.NCN
Kohn-Sham gap	9.625	eV

Last column: Löwdin charge in e.
Positions of all 17 atoms, in Å:
C 2.85091 0.80404 -0.00718  -0.0896
N 2.03804 0.04687 -0.64695  -0.1073
C 2.42307 -1.30459 -1.16953  -0.1567
H 2.44302 1.35263 0.86054  0.0676
H 3.95047 0.88893 -0.21692  0.0730
H 2.43034 -2.10369 -0.39129  0.0681
H 1.91073 -1.96505 -2.03589  0.1060
H 3.45018 -1.09190 -1.51902  0.0490
N -1.84253 1.46772 1.11913  -0.0063
C -2.02508 0.35438 0.17773  -0.4159
N -3.19678 -0.44456 0.14765  -0.0388
H -2.64641 1.83809 1.46926  0.0027
H -1.41095 0.97840 1.92681  0.0660
H -1.20928 -0.39844 0.42110  0.1189
H -1.84090 0.80783 -0.79173  0.0905
H -4.13193 0.00128 -0.15038  0.1073
H -3.19290 -1.23196 0.80669  0.0655

Preferred: <A>; penalty for the next structure: 1.242 eV.